1.
A structure of composition C19H61F5N4O21S3Y, computed with wB97M-V/def2-TZVPD.

E_HOMO: -10.77 eV
Charge: +1
Molar mass: 961.80 Da
DFT total energy: -4291.627290 a.u.

Each line ends with the Löwdin charge.
Element x y z (Å)
Y 2.23 2.21 -1.80  1.818
C 3.54 -1.59 -4.21  -0.667
F 4.12 -2.76 -4.38  0.175
F 4.35 -0.62 -4.67  0.127
F 2.39 -1.54 -4.88  0.136
S 3.25 -1.30 -2.42  0.543
O 2.83 0.15 -2.42  -0.483
O 2.20 -2.18 -2.04  -0.257
O 4.53 -1.44 -1.82  -0.228
N 1.04 1.42 -0.01  -0.365
S 1.24 0.32 1.15  0.462
O 0.17 -0.58 1.32  -0.199
O 1.93 0.82 2.28  -0.232
F 2.29 -0.54 0.36  -0.138
S -0.38 2.12 0.65  0.598
O -0.15 2.98 1.73  -0.189
O -1.59 1.42 0.51  -0.214
F -0.54 3.16 -0.58  -0.202
O 2.77 3.87 -0.28  -0.150
H 2.93 3.55 0.67  0.039
H 2.81 4.83 -0.23  0.100
O 1.44 -2.10 3.71  -0.059
H 1.44 -2.06 4.68  0.037
H 0.50 -2.03 3.48  -0.006
O 0.29 1.14 -2.81  -0.164
H -0.31 1.49 -3.50  0.031
H -0.25 0.44 -2.32  0.046
O 0.80 4.06 -2.55  -0.089
H 1.10 4.82 -3.08  0.101
H -0.14 4.22 -2.38  0.086
O 3.07 3.48 2.27  -0.017
H 2.76 2.62 2.62  0.044
H 3.91 3.64 2.70  0.092
C -1.42 -3.49 2.23  -0.230
C -2.49 -3.05 1.31  -0.281
O -3.70 -3.09 2.00  -0.044
O -1.30 -2.62 3.34  -0.077
H -0.43 -3.51 1.76  0.124
H -1.54 -4.54 2.51  0.132
H -2.54 -3.78 0.48  0.121
H -2.26 -2.06 0.89  0.099
H -4.38 -2.76 1.39  0.053
H -2.18 -2.29 3.56  0.097
C -4.90 0.26 0.57  -0.223
C -5.00 -0.78 -0.52  -0.228
O -5.37 -2.07 -0.04  -0.059
O -3.74 0.06 1.35  -0.067
H -5.74 0.14 1.26  0.131
H -4.93 1.24 0.09  0.121
H -3.99 -0.83 -0.96  0.098
H -5.70 -0.56 -1.33  0.125
H -5.72 -2.60 -0.76  0.105
H -3.01 0.58 0.97  0.015
C -0.20 2.39 5.26  -0.230
C -1.17 1.30 4.90  -0.216
O -0.95 0.89 3.54  -0.096
O -0.42 3.59 4.52  -0.066
H 0.83 2.05 5.06  0.114
H -0.38 2.65 6.31  0.126
H -2.20 1.65 5.01  0.129
H -1.00 0.46 5.57  0.125
H -1.44 0.08 3.37  0.072
H -0.41 3.31 3.59  0.021
C -1.10 3.16 -7.36  -0.059
C -0.92 2.48 -6.03  -0.443
C -2.22 2.35 -5.26  -0.188
O -1.97 1.74 -4.01  -0.263
C -3.08 1.88 -3.14  -0.072
N -0.28 1.15 -6.24  0.062
H -1.81 2.58 -7.96  0.091
H -0.17 3.20 -7.93  0.087
H -1.50 4.17 -7.28  0.084
H -0.19 3.03 -5.41  0.123
H -2.89 1.67 -5.81  0.145
H -2.72 3.32 -5.16  0.132
H -3.39 2.93 -3.11  0.095
H -2.85 1.49 -2.14  0.081
H -3.96 1.32 -3.48  0.103
H -0.71 0.75 -7.07  0.081
H -0.51 0.52 -5.48  0.035
C -1.45 -1.72 -4.02  -0.040
C -1.57 -2.13 -2.56  -0.388
C -1.36 -3.61 -2.32  -0.198
O -2.57 -4.27 -2.65  -0.187
C -2.37 -5.63 -2.95  -0.107
N -0.71 -1.26 -1.74  0.067
H -2.10 -2.41 -4.58  0.094
H -0.45 -1.79 -4.45  0.082
H -1.96 -0.78 -4.20  0.060
H -2.60 -1.88 -2.27  0.124
H -1.12 -3.78 -1.26  0.117
H -0.52 -4.01 -2.92  0.135
H -3.36 -6.06 -3.13  0.090
H -1.95 -6.17 -2.10  0.094
H -1.76 -5.77 -3.85  0.092
H 0.25 -1.62 -1.75  0.056
H -0.92 -1.32 -0.74  0.059
C 6.30 0.18 4.48  -0.058
C 5.06 -0.70 4.61  -0.415
C 4.00 -0.03 5.46  -0.207
O 4.47 0.03 6.81  -0.197
C 3.51 0.55 7.70  -0.108
N 4.49 -0.98 3.26  0.055
H 6.54 0.64 5.45  0.078
H 6.22 0.92 3.69  0.067
H 7.16 -0.45 4.23  0.080
H 5.38 -1.64 5.06  0.142
H 3.07 -0.60 5.44  0.108
H 3.88 1.03 5.19  0.129
H 2.48 0.26 7.45  0.080
H 3.55 1.65 7.67  0.088
H 3.75 0.22 8.71  0.088
H 4.57 -0.11 2.75  0.043
H 3.49 -1.07 3.43  0.019

2.
A cluster of 11 separate species, C19H62N16O11 in total, computed with wB97M-V/def2-TZVPD.

E_HOMO: -8.51 eV
Energy above the lowest of the compared OMol25 structures with the same formula, charge and spin: 0.0 kcal/mol
SMILES: COC[C@H](C)N.COC[C@H](C)N.NC(N)=O.NC(N)=O.NC(N)=O.NC(N)=O.NC(N)=O.NC(N)=O.NC(N)=O.CCO.CCO
Charge: 0
Molar mass: 690.81 Da
DFT total energy: -2465.155453 a.u.

Each line ends with the Löwdin charge.
Element x y z (Å)
C -1.35 -4.50 -2.88  -0.100
O -0.11 -4.68 -2.24  -0.175
C 0.81 -3.63 -2.38  -0.226
C 1.80 -3.64 -1.25  -0.425
C 2.87 -2.53 -1.49  -0.060
N 2.47 -4.94 -1.12  0.055
H -2.11 -4.94 -2.25  0.076
H -1.28 -4.92 -3.89  0.085
H -1.62 -3.44 -3.03  0.074
H 1.31 -3.67 -3.37  0.129
H 0.26 -2.68 -2.32  0.118
H 1.26 -3.33 -0.36  0.111
H 3.69 -2.51 -0.79  0.071
H 2.39 -1.56 -1.41  0.035
H 3.21 -2.71 -2.52  0.075
H 3.23 -4.89 -0.45  0.067
H 2.88 -5.20 -2.01  0.074
C 2.02 3.97 -0.38  -0.142
O 0.91 4.82 -0.33  -0.188
C 1.25 6.12 0.11  -0.217
C 0.00 6.99 0.11  -0.458
C 0.30 8.35 0.69  -0.074
N -1.17 6.40 0.75  0.049
H 2.56 3.86 0.56  0.087
H 2.74 4.38 -1.11  0.082
H 1.69 3.00 -0.73  0.053
H 1.74 6.09 1.09  0.131
H 1.96 6.53 -0.62  0.128
H -0.25 7.11 -0.96  0.137
H 1.07 8.88 0.13  0.078
H 0.70 8.27 1.71  0.080
H -0.60 8.94 0.84  0.080
H -1.08 6.48 1.76  0.074
H -1.20 5.40 0.55  0.067
N -2.63 -5.77 0.44  0.156
C -3.24 -4.60 0.80  -0.684
N -2.41 -3.64 1.27  0.184
O -4.46 -4.44 0.69  -0.022
H -1.63 -5.85 0.59  0.056
H -3.19 -6.52 0.09  0.098
H -2.83 -2.75 1.48  0.052
H -1.44 -3.85 1.39  0.058
N -1.14 -0.06 0.27  0.215
C 0.14 -0.22 0.66  -0.603
N 1.07 0.39 -0.14  0.194
O 0.48 -0.84 1.70  -0.073
H -1.31 0.41 -0.60  0.055
H -1.89 -0.29 0.93  0.073
H 2.04 0.17 -0.01  0.051
H 0.71 0.82 -0.98  0.066
N -3.94 -0.06 4.03  0.188
C -2.91 -0.48 3.26  -0.603
N -1.66 -0.30 3.74  0.193
O -3.11 -1.01 2.15  -0.067
H -4.87 -0.34 3.79  0.104
H -3.80 0.51 4.84  0.104
H -1.49 0.13 4.63  0.105
H -0.85 -0.54 3.17  0.072
N -5.51 -1.01 0.57  0.170
C -6.52 -0.20 0.97  -0.677
N -7.71 -0.41 0.30  0.137
O -6.40 0.65 1.84  -0.001
H -4.67 -1.02 1.14  0.051
H -5.62 -1.75 -0.10  0.094
H -7.80 -1.20 -0.30  0.086
H -8.53 0.12 0.51  0.092
N 5.82 1.51 0.41  0.167
C 4.71 1.22 -0.32  -0.643
N 4.44 2.08 -1.34  0.175
O 3.99 0.27 -0.05  0.013
H 6.14 0.87 1.12  0.112
H 6.49 2.21 0.15  0.096
H 5.06 2.82 -1.63  0.104
H 3.70 1.89 -1.99  0.061
N 2.54 -0.44 3.66  0.160
C 3.10 0.78 3.80  -0.695
N 2.48 1.81 3.14  0.158
O 4.07 1.00 4.52  -0.001
H 2.92 -1.14 4.26  0.095
H 1.95 -0.69 2.87  0.046
H 1.82 1.63 2.40  0.075
H 3.01 2.66 3.09  0.090
N 1.13 -5.92 3.11  0.158
C 0.77 -5.00 2.17  -0.649
N 1.07 -3.71 2.47  0.178
O 0.18 -5.35 1.15  0.002
H 1.70 -5.67 3.90  0.091
H 0.79 -6.86 3.04  0.105
H 1.70 -3.45 3.22  0.091
H 0.80 -2.95 1.86  0.059
C -3.11 0.13 -2.70  -0.076
C -2.20 1.27 -3.11  -0.323
O -1.37 1.65 -2.04  -0.104
H -3.75 -0.13 -3.54  0.079
H -3.76 0.48 -1.89  0.078
H -2.53 -0.74 -2.38  0.065
H -2.80 2.11 -3.50  0.115
H -1.64 0.99 -4.02  0.108
H -0.80 2.40 -2.26  0.071
C 2.03 0.60 -3.62  -0.073
C 1.77 2.03 -4.04  -0.267
O 1.16 2.70 -2.91  -0.125
H 1.09 0.14 -3.31  0.076
H 2.72 0.60 -2.78  0.046
H 2.47 -0.02 -4.40  0.089
H 1.04 2.12 -4.85  0.113
H 2.69 2.54 -4.32  0.114
H 1.38 3.64 -2.92  0.084

no.,HOMO-LUMO gap (Ha)
1,0.2221
2,0.3112